[1]
Molecular formula: C4H7OP
Method: DFT, ωB97M-V/def2-TZVPD

Positions of all 13 atoms, in Å:
P -1.36371 0.51165 -1.35748
O -2.57467 0.96529 -2.11929
C 0.15508 0.18202 0.92706
C 0.83718 -1.08087 0.42099
C 1.46304 0.20018 0.07376
C -1.22055 0.58900 0.38101
H 0.40022 0.33656 2.04363
H 1.20156 -1.79022 1.13795
H 2.27121 0.59155 0.69531
H 0.35539 -1.68999 -0.43479
H 1.20547 0.66702 -0.90716
H -1.79298 1.30970 0.94848
H -0.93724 -0.79189 -1.80947

Forces on the atoms, in the same order (eV/Å):
P -2.4110 -0.3684 1.3276
O 1.1747 -0.1139 0.4208
C -0.3329 -0.4935 1.2307
C -1.4250 -1.6736 -1.7215
C -1.0788 1.4772 0.5882
C 2.5268 -0.4690 -1.9065
H -0.9364 0.0184 -1.9349
H 0.6457 0.1407 0.3519
H 0.2017 -0.2278 -0.8194
H 0.5908 1.3394 1.4474
H 0.8923 -0.5485 0.7680
H -0.0941 0.0990 -0.0925
H 0.2463 0.8201 0.3403

Computed properties:
- HOMO-LUMO gap (eV) = 7.73
- E_LUMO (eV) = -0.750
- energy (hartree) = -573.094221
- maximum force (eV Å⁻¹) = 3.20
- multiplicity = 1
- ΔE to the lowest compared entry with this formula, charge and spin (kcal/mol) = 63.4
- E_HOMO (eV) = -8.5



[2]
Molecular formula: C4H7OYb
Method: DFT, ωB97M-V/def2-TZVPD

Positions of all 13 atoms, in Å:
Yb 4.10629 1.13901 0.57046
O 1.65562 1.16405 0.43428
C -1.30089 -1.02622 -0.23263
C -1.63101 0.41197 -0.12591
C 0.91918 0.24055 -0.07778
C -0.35700 -0.10672 0.53689
H 2.82123 -0.46464 -0.28684
H -1.50304 1.04628 -1.00403
H -0.36341 -0.19056 1.62472
H -1.85400 -1.74123 0.37541
H 0.87433 0.21118 -1.18466
H -0.95224 -1.41067 -1.19206
H -2.41505 0.72699 0.56215

Forces on the atoms, in the same order (eV/Å):
Yb -1.0170 0.4519 0.1437
O 2.0591 -1.9536 0.0068
C -0.3533 0.0138 -0.1126
C -0.4467 -0.0403 -1.0490
C -3.5805 3.6475 -0.2658
C 2.1096 -1.4456 1.1919
H 0.0777 -0.3590 -0.1339
H -0.1442 -0.2101 0.2296
H -0.0076 0.2639 -0.2712
H 0.1742 0.2441 -0.1499
H 0.7839 -0.7923 0.1827
H -0.0692 0.1652 0.2560
H 0.4140 0.0145 -0.0283

Computed properties:
- HOMO-LUMO gap (spin up / spin down) (eV) = 8.20 / 6.49
- E_LUMO (spin up / spin down) (eV) = -9.922 / -11.565
- energy (hartree) = -1389.724485
- total charge = +2
- maximum force (eV Å⁻¹) = 5.12
- multiplicity = 2
- ΔE to the lowest compared entry with this formula, charge and spin (kcal/mol) = 52.1
- E_HOMO (spin up / spin down) (eV) = -18.1 / -18.1



[3]
Molecular formula: C4H7P
Method: DFT, ωB97M-V/def2-TZVPD

Positions of all 12 atoms, in Å:
P -2.78468 -0.04279 0.01767
C 0.06121 1.18084 -0.13751
C -0.43928 -0.11292 -0.16291
C 1.31118 1.52114 -0.15062
C 0.42724 -1.38274 0.06168
H 0.81683 -1.82374 -0.84403
H -3.32214 -1.30754 0.17155
H 1.68354 2.52695 -0.12858
H -0.78278 1.85977 -0.06941
H 1.08846 -1.09487 0.90452
H 2.13339 0.91558 -0.17796
H -0.19298 -2.23969 0.51561

Forces on the atoms, in the same order (eV/Å):
P 4.8184 1.5706 -0.5636
C -2.9041 0.3277 0.0286
C -4.6659 -3.8716 0.8757
C 1.4726 2.4756 0.0529
C -2.4767 0.1417 1.7532
H 0.7567 0.3650 -0.1755
H 0.4265 -1.2034 0.0234
H -0.5398 0.7287 0.0307
H 0.4919 0.7551 -0.1533
H 0.4917 -0.4106 -0.9741
H 1.5938 -2.3277 -0.1255
H 0.5350 1.4489 -0.7724

Computed properties:
- HOMO-LUMO gap (spin up / spin down) (eV) = 5.83 / 5.83
- E_LUMO (spin up / spin down) (eV) = -1.491 / -1.491
- energy (hartree) = -497.754345
- maximum force (eV Å⁻¹) = 6.13
- multiplicity = 1
- ΔE to the lowest compared entry with this formula, charge and spin (kcal/mol) = 108.1
- E_HOMO (spin up / spin down) (eV) = -7.3 / -7.3



[4]
Molecular formula: C4H7P
Method: DFT, ωB97M-V/def2-TZVPD

Positions of all 12 atoms, in Å:
P 2.27088 -1.83112 0.59505
C -1.66533 0.18996 -0.35782
C 0.62787 -1.13429 0.39395
C 0.41082 1.59299 -0.30162
C -0.38043 0.30023 -0.08532
H -2.16016 -0.76220 -0.11843
H 0.58647 1.72526 -1.32125
H 1.76809 -3.03325 1.03614
H 1.39986 1.57310 0.26644
H -2.35236 0.87281 -0.77709
H -0.30643 2.35913 0.05126
H -0.19927 -1.85261 0.61867

Forces on the atoms, in the same order (eV/Å):
P -2.6615 2.9979 -0.8809
C -0.0237 -2.8208 1.0913
C -1.6714 0.3595 -0.1606
C -0.4003 -0.9130 2.6127
C 4.1751 -1.3755 0.1542
H 0.2808 0.1822 -0.2687
H 0.4687 0.3047 -1.6986
H -0.4128 -0.8210 0.2388
H -1.4987 0.2769 -0.6802
H -0.0890 1.3062 -0.2179
H 0.9533 0.1442 -0.1215
H 0.8795 0.3587 -0.0685

Computed properties:
- HOMO-LUMO gap (eV) = 8.84
- structure (SMILES) = [H]/P=C/C(=C)C
- E_LUMO (eV) = -0.153
- energy (hartree) = -497.820439
- maximum force (eV Å⁻¹) = 4.40
- multiplicity = 1
- ΔE to the lowest compared entry with this formula, charge and spin (kcal/mol) = 66.6
- E_HOMO (eV) = -9.0



[5]
Molecular formula: C4H8
Method: DFT, ωB97M-V/def2-TZVPD

Positions of all 12 atoms, in Å:
C 0.23839 -1.70307 -0.95755
C -0.70562 -1.67337 -0.00789
C 0.81671 1.67831 0.84629
C -0.32862 1.69555 0.12212
H -1.42004 -0.85272 0.05656
H -0.50794 1.06036 -0.66977
H -0.87227 -2.45380 0.72992
H 0.31037 -0.91605 -1.72343
H 0.97816 -2.53892 -1.03268
H 0.97114 2.26569 1.72061
H 1.66812 1.00578 0.55396
H -1.14841 2.43226 0.36186

Forces on the atoms, in the same order (eV/Å):
C 0.0087 -0.5859 0.3107
C 0.1716 0.1092 -0.6366
C -0.5940 -1.2605 -1.8865
C 0.8344 2.3869 2.9303
H 0.2120 -0.1559 -0.1035
H -0.1254 -1.1461 -1.6598
H 0.3677 -0.0057 -0.1425
H 0.0217 -0.3620 0.4852
H -0.7915 0.8305 0.0849
H 0.0063 0.5719 0.3741
H -1.0552 0.5911 0.3729
H 0.9437 -0.9735 -0.1291

Computed properties:
- HOMO-LUMO gap (eV) = 11.15
- structure (SMILES) = C=C.C=C
- E_LUMO (eV) = 1.311
- energy (hartree) = -157.124781
- maximum force (eV Å⁻¹) = 3.87
- multiplicity = 1
- ΔE to the lowest compared entry with this formula, charge and spin (kcal/mol) = 37.1
- E_HOMO (eV) = -9.8



[6]
Molecular formula: C4H8
Method: DFT, ωB97M-V/def2-TZVPD

Positions of all 12 atoms, in Å:
C -1.24947 -1.17113 1.16728
C 1.60636 0.86063 -0.47913
C -1.83161 0.00965 0.94137
C 1.67582 0.09298 -1.61015
H 0.73921 -0.43553 -1.96866
H 2.30878 0.50722 -2.35981
H -1.28126 0.88461 1.39291
H -0.24970 -1.39551 1.66426
H -2.93041 0.19201 0.53577
H 2.41730 1.63996 -0.23993
H 0.65042 0.89462 0.04654
H -1.85544 -2.07953 0.90956

Forces on the atoms, in the same order (eV/Å):
C -0.7942 -1.3802 -0.1142
C 0.5477 0.0814 -1.5912
C -0.4869 1.0519 0.9739
C -2.3466 2.1111 1.2677
H 1.4406 0.2908 0.6666
H 1.1300 -0.7830 -0.5550
H -0.8781 -0.5650 -0.9724
H -1.4538 0.8271 -0.8029
H 2.6868 -0.6413 0.7988
H -1.3790 -1.4108 -0.3170
H 0.6473 -0.2864 0.5234
H 0.8863 0.7045 0.1222

Computed properties:
- HOMO-LUMO gap (eV) = 11.16
- structure (SMILES) = C=C.C=C
- E_LUMO (eV) = 1.289
- energy (hartree) = -157.096889
- maximum force (eV Å⁻¹) = 3.40
- multiplicity = 1
- ΔE to the lowest compared entry with this formula, charge and spin (kcal/mol) = 54.6
- E_HOMO (eV) = -9.9



[7]
Molecular formula: C4H8
Method: DFT, ωB97M-V/def2-TZVPD

Positions of all 12 atoms, in Å:
C 1.50028 -0.23864 -0.01128
C -1.08763 -0.79273 -0.00905
C 0.02740 0.17299 -0.04871
C -0.44149 1.38065 -0.02891
H 1.94555 -0.03743 -0.97540
H -0.89459 -1.92187 -0.11892
H -1.49391 -0.75699 1.04715
H 0.29639 2.17534 0.12502
H 1.59878 -1.32229 0.10408
H -1.98137 -0.71188 -0.74078
H 2.05342 0.28266 0.74341
H -1.52283 1.77019 -0.08661

Forces on the atoms, in the same order (eV/Å):
C -1.2241 -0.4837 -0.5501
C -2.3708 -4.0874 0.4092
C -0.2819 -1.4294 -0.4128
C -0.1151 4.1318 0.2100
H 0.1907 0.2733 -0.2929
H 0.5179 1.5540 0.0410
H 0.0451 -0.0274 -1.1747
H -0.3081 0.1734 -0.2856
H -0.0749 0.1957 0.3335
H 1.5763 0.6875 1.1375
H 0.2782 0.2503 0.4513
H 1.7669 -1.2378 0.1337

Computed properties:
- HOMO-LUMO gap (eV) = 10.37
- structure (SMILES) = C=C(C)C
- E_LUMO (eV) = 1.134
- energy (hartree) = -157.150545
- maximum force (eV Å⁻¹) = 4.74
- multiplicity = 1
- ΔE to the lowest compared entry with this formula, charge and spin (kcal/mol) = 21.0
- E_HOMO (eV) = -9.2



[8]
Molecular formula: C4H8AgO2
Method: DFT, ωB97M-V/def2-TZVPD

Positions of all 15 atoms, in Å:
Ag 1.04824 1.26006 -1.97755
O 2.47748 1.03508 -0.34725
O -1.21835 1.46150 0.60404
C -1.54375 0.07133 0.61020
C -0.78398 -0.50521 -0.56273
C 1.07313 -0.91901 0.11287
C 2.12305 0.03590 0.41654
H -1.36990 0.04473 -1.32665
H 0.82856 -1.57419 0.96072
H -1.96829 1.97953 0.30222
H 2.39903 0.11352 1.48905
H -2.62748 -0.04975 0.42796
H 1.31660 -1.50979 -0.78954
H -0.47046 -1.02509 -1.48092
H -1.28387 -0.41861 1.56103

Forces on the atoms, in the same order (eV/Å):
Ag -0.3818 -0.0865 0.5241
O -0.0107 -1.8329 0.6124
O 0.1665 -0.0451 0.7695
C -0.5686 -1.2096 -0.1273
C 0.9601 1.3292 -2.4027
C 1.5033 0.0709 -0.9330
C -1.1362 1.6465 0.1658
H 0.4307 1.8917 -0.2176
H -0.1119 0.2246 -0.3598
H -0.1157 -0.1654 0.0004
H 0.0516 0.1195 -0.4426
H 0.3320 -0.0301 0.3087
H -0.2653 0.2762 0.5261
H -0.8916 -2.7298 1.7264
H 0.0376 0.5408 -0.1504

Computed properties:
- HOMO-LUMO gap (spin up / spin down) (eV) = 4.78 / 7.38
- E_LUMO (spin up / spin down) (eV) = -0.868 / -0.953
- energy (hartree) = -454.380672
- maximum force (eV Å⁻¹) = 3.35
- multiplicity = 2
- ΔE to the lowest compared entry with this formula, charge and spin (kcal/mol) = 0.0
- E_HOMO (spin up / spin down) (eV) = -5.6 / -8.3



[9]
Molecular formula: C4H8BNO2
Method: DFT, ωB97M-V/def2-TZVPD

Positions of all 16 atoms, in Å:
O -0.27792 0.45758 1.43397
O 0.69731 -0.62641 -0.25085
N -2.54749 0.16924 0.94782
C 2.24737 0.70411 1.42640
C -0.67605 -1.02534 -0.32827
C -1.22680 -0.89193 -1.77732
C -1.32988 -0.05301 0.75124
B 0.92225 0.18554 0.81445
H 2.10390 1.76831 1.49169
H -0.68445 -2.02917 -0.00570
H 2.81986 0.36535 2.37894
H -2.15275 -1.42028 -1.69040
H 3.14447 0.52785 0.74737
H -0.47541 -1.28441 -2.52177
H -1.30941 0.17958 -2.19332
H -2.56029 0.84853 1.64002

Forces on the atoms, in the same order (eV/Å):
O -0.7871 1.2494 0.9901
O 0.9324 -0.1205 -0.5826
N 0.6925 -1.2851 -1.6361
C 3.2003 -0.7172 -0.1624
C -0.0595 3.0336 -0.5349
C 1.8495 1.4345 -0.0961
C 0.6141 -2.0701 -1.7243
B -0.0546 -1.3446 0.6566
H 0.2393 0.6867 0.2679
H -0.4447 -1.2720 0.3600
H -2.0798 0.2657 -1.0699
H -0.7293 -0.1508 -0.9126
H -1.3172 0.4203 0.1262
H -0.9676 -0.4523 0.9942
H -0.3941 -1.3981 1.3239
H -0.6940 1.7206 2.0000

Computed properties:
- HOMO-LUMO gap (eV) = 11.08
- structure (SMILES) = [H]/N=C1\OB(C)O[C@@H]1C
- E_LUMO (eV) = 0.584
- energy (hartree) = -387.373750
- maximum force (eV Å⁻¹) = 3.28
- multiplicity = 1
- ΔE to the lowest compared entry with this formula, charge and spin (kcal/mol) = 1.4
- E_HOMO (eV) = -10.5



[10]
Molecular formula: C4H8BO3P
Method: DFT, ωB97M-V/def2-TZVPD

Positions of all 17 atoms, in Å:
P 3.17905 -0.00573 0.03974
O 3.46953 -1.49278 -0.01868
O 4.15084 0.85450 -0.68353
O 2.82366 0.51067 1.45940
C -1.57986 1.35175 0.14698
C 1.50441 0.41938 -0.53139
C -2.16366 -1.31424 0.19450
C 0.36232 -0.49612 -0.46463
B -1.01301 -0.12652 0.01768
H -1.12437 1.96329 0.94371
H -1.80417 -2.26397 0.59062
H -2.64892 1.16105 0.28316
H -1.56337 2.02871 -0.70853
H -2.28644 -1.32551 -0.91853
H -3.24380 -1.10417 0.69083
H 1.28749 1.40117 -0.31998
H 0.65030 -1.56146 -0.72136

Forces on the atoms, in the same order (eV/Å):
P 0.6707 -0.8691 1.7763
O -0.5103 -0.1299 -0.3329
O 1.0016 1.1922 -1.1964
O -0.2419 -0.1138 -0.6590
C -0.5332 0.3326 0.0967
C -3.0224 -4.6212 1.1693
C -1.1766 1.2972 0.2503
C 2.6000 0.6889 -1.0913
B 0.0299 -0.3903 -0.2329
H -0.3649 -0.4456 0.1240
H 0.0504 -0.0568 -0.3660
H -0.1607 0.6367 0.6394
H 0.4931 -0.2917 -0.4479
H -0.4398 -0.7400 0.5685
H 2.4662 -0.1202 -1.0840
H -0.5818 2.5590 0.0816
H -0.2802 1.0719 0.7042

Computed properties:
- HOMO-LUMO gap (eV) = 5.13
- structure (SMILES) = CB(C)/C=C/P(=O)([O-])[O-]
- E_LUMO (eV) = 5.584
- energy (hartree) = -749.140414
- total charge = -2
- maximum force (eV Å⁻¹) = 5.64
- multiplicity = 1
- ΔE to the lowest compared entry with this formula, charge and spin (kcal/mol) = 0.0
- E_HOMO (eV) = 0.5